Arrangement 1

The following is a DFT calculation (the ωB97M-V functional and the def2-TZVPD basis) of a 2-piece molecular cluster, C4H12NOS overall.

Computed properties:
- Kohn-Sham gap: 6.9 eV
- Highest occupied orbital energy: -2.882 eV
- Multiplicity: 1
- E_LUMO: 4.027 eV
- Net charge: -1

Last column: natural (NBO) charge in e.
Cartesian coordinates (Å):
C -2.0699 1.9597 -0.5122  -0.4241
N -1.0278 2.1476 0.4899  -0.6579
C -1.0883 1.1032 1.5211  0.0943
O -1.2572 -0.2221 1.1038  -0.8013
H -2.1882 0.9094 -0.7711  0.2027
H -1.8331 2.4958 -1.4317  0.1883
H -3.0240 2.3711 -0.1663  0.1622
H -0.1207 2.0881 0.0586  0.3726
H -1.9472 1.3506 2.1498  0.1348
H -0.1950 1.1871 2.1487  0.1492
C 1.6927 -2.6186 0.2555  -0.6229
C 1.6743 -1.9544 -1.1317  -0.5099
S 1.1529 -0.2060 -1.0103  -0.7070
H 0.7226 -2.5869 0.7525  0.1996
H 2.3880 -1.9998 0.8272  0.2030
H 1.9927 -3.6748 0.2716  0.1700
H 2.6485 -2.0897 -1.6058  0.1701
H 0.9265 -2.4054 -1.7886  0.1776
H -0.4810 -0.4756 0.5284  0.4989


Arrangement 2

The following is a DFT calculation (the ωB97M-V functional and the def2-TZVPD basis) of a 2-piece molecular cluster, C4H12NOS overall.

Computed properties:
- Kohn-Sham gap: 6.5 eV
- Highest occupied orbital energy: -2.752 eV
- Multiplicity: 1
- E_LUMO: 3.707 eV
- Net charge: -1

Last column: natural (NBO) charge in e.
Cartesian coordinates (Å):
C -2.0548 1.2421 -0.7058  -0.4139
N -1.0000 1.3285 0.2933  -0.6251
C -0.0782 0.1893 0.2294  -0.0648
C 1.1355 0.5040 1.0947  -0.5198
S 2.4720 -0.7120 1.0700  -0.6855
C -0.7138 -1.1362 0.6390  -0.6458
H -2.8198 0.4838 -0.4914  0.1581
H -1.6438 0.9410 -1.6747  0.1901
H -2.4998 2.2283 -0.8800  0.1807
H -1.4557 1.2842 1.1987  0.3331
H 0.2332 0.1650 -0.8266  0.1844
H 0.7568 0.6813 2.1196  0.1620
H 1.4722 1.5007 0.7752  0.1906
H 0.0836 -1.8577 0.6311  0.2537
H -1.1190 -1.0155 1.6511  0.1793
H -1.5516 -1.4485 0.0014  0.1820
H 2.4241 -1.4572 -1.0910  0.4974
H 3.6418 -1.3173 -2.0080  0.4553
O 2.7173 -1.6037 -2.0260  -1.0117


Relative stability in kcal/mol, measured from the most stable structure: arrangement 1 5.2; arrangement 2 0.0


Arrangement 1

The following is a DFT calculation (the ωB97M-V functional and the def2-TZVPD basis) of a 2-piece molecular cluster, C2H7N3O2 overall.

Computed properties:
- Kohn-Sham gap: 10.1 eV
- Highest occupied orbital energy: -9.752 eV
- SMILES: [H]/N=C\C.O/N=N\O
- Multiplicity: 1
- E_LUMO: 0.372 eV
- Net charge: 0

Last column: natural (NBO) charge in e.
Cartesian coordinates (Å):
C -1.7107 -2.0771 1.2623  -0.7068
C -0.6416 -1.0191 1.1570  0.1962
N 2.4795 1.4912 -2.3740  0.0780
N -0.7979 0.1080 0.5558  -0.6405
N 1.5483 1.0079 -1.7800  0.0424
O 0.9011 1.7379 -0.8417  -0.6379
O 2.9077 2.7696 -2.1794  -0.5514
H -2.7125 -1.9700 0.9076  0.2293
H -1.3305 -2.8902 0.5866  0.2415
H -1.8253 -2.3433 2.3015  0.2303
H 0.3552 1.0232 -0.2498  0.5128
H -0.0237 -1.1355 2.0502  0.1848
H -1.5771 0.1242 -0.0229  0.3508
H 2.4274 3.1734 -1.3732  0.4704


Arrangement 2

The following is a DFT calculation (the ωB97M-V functional and the def2-TZVPD basis) of C2H7N3O2 as an isolated structure.

Computed properties:
- Kohn-Sham gap: 10.0 eV
- Highest occupied orbital energy: -9.451 eV
- Multiplicity: 1
- E_LUMO: 0.513 eV
- Net charge: 0

Last column: natural (NBO) charge in e.
Cartesian coordinates (Å):
N 0.8156 0.2441 1.5429  -0.7812
C 1.8590 0.0530 0.7552  0.3174
N 1.9437 -0.0616 -0.5258  -0.7492
H -0.2114 0.0626 1.3309  0.4639
H 1.0594 0.6180 2.4483  0.3911
H 2.8268 0.0804 1.2871  0.1400
H 2.8887 -0.3244 -0.1762  0.4361
H 0.8530 -0.1224 -0.8472  0.4708
N -2.5645 -0.0637 -1.3849  -0.8479
C -1.4850 -0.0593 -0.5730  0.8952
O -0.3705 -0.2748 -1.1692  -0.7742
O -1.6736 0.2086 0.6434  -0.7523
H -3.4503 -0.2651 -0.9435  0.3944
H -2.4910 -0.0953 -2.3880  0.3960


Relative stability in kcal/mol, measured from the most stable structure: arrangement 1 82.7; arrangement 2 0.0